1.
Below is a molecular structure, C36H96As2F18N7O11 in a non-equilibrium geometry, with properties calculated with ωB97M-V/def2-TZVPD.

Geometry as ORCA input:
```
! RIJCOSX wB97M-V def2-TZVPD def2/J DEFGRID3
* xyz 4 2
C 3.8376 1.8731 4.2029
C 4.6249 3.1437 4.6614
C 5.9519 3.3950 3.7675
O 6.4647 4.6141 4.1219
C 7.2456 5.2605 3.1633
N 3.7848 4.4085 4.5197
H 2.9611 4.3572 5.1019
H 4.3314 5.2423 4.6814
H 3.4831 4.4373 3.5563
H 4.1907 0.9878 4.7317
H 3.8521 1.9133 3.1137
H 2.7751 1.9348 4.4382
H 4.8933 3.1186 5.7175
H 5.6848 3.3804 2.7108
H 6.6779 2.6166 4.0026
H 8.1546 4.6799 3.0061
H 7.4092 6.2121 3.6691
H 6.6538 5.5014 2.2802
C -8.8330 1.9703 -2.3971
C -7.9121 1.6222 -1.2495
C -6.6716 0.8802 -1.6093
O -5.8414 0.7761 -0.4580
C -4.7318 -0.1204 -0.6396
N -7.4814 3.0253 -0.6820
H -6.6352 3.2619 -1.1800
H -8.1330 3.7654 -0.9011
H -7.3685 3.0052 0.3215
H -8.4726 2.7635 -3.0521
H -9.7888 2.3663 -2.0541
H -9.0347 1.1013 -3.0234
H -8.4591 1.1000 -0.4645
H -6.2193 1.3669 -2.4733
H -6.7778 -0.1128 -2.0460
H -3.8302 0.2405 -0.1447
H -4.4096 -0.0679 -1.6795
H -4.9602 -1.0788 -0.1732
C -2.9203 -1.9266 -5.1842
C -1.7829 -1.1354 -5.7221
C -2.1866 0.3154 -6.1858
O -2.7344 0.8914 -4.9929
C -3.7420 1.8748 -5.2650
N -0.6841 -1.0427 -4.6682
H -1.0050 -0.3264 -4.0327
H -0.5392 -1.9553 -4.2604
H 0.2350 -0.7709 -4.9868
H -2.6395 -2.9118 -4.8119
H -3.5628 -2.2271 -6.0119
H -3.5987 -1.4015 -4.5117
H -1.2525 -1.6533 -6.5211
H -2.8100 0.3949 -7.0764
H -1.3170 0.9239 -6.4343
H -4.2312 2.1111 -4.3201
H -4.5273 1.5153 -5.9299
H -3.4782 2.9048 -5.5052
C 3.0615 0.2710 -2.6491
C 3.2513 1.8478 -2.6133
C 2.4835 2.5925 -3.7706
O 2.9184 3.9249 -3.8534
C 2.3815 4.8431 -4.8315
N 2.7881 2.4327 -1.2976
H 1.7895 2.3338 -1.1833
H 3.2992 2.1371 -0.4781
H 2.8043 3.4425 -1.3082
H 3.1001 -0.2440 -3.6090
H 2.0895 -0.0221 -2.2522
H 3.6635 -0.3742 -2.0093
H 4.3155 2.0046 -2.7895
H 1.3968 2.5303 -3.7124
H 2.7183 2.0090 -4.6608
H 2.4235 4.4821 -5.8591
H 2.9632 5.7591 -4.9341
H 1.3338 5.1194 -4.7126
C -2.0743 6.2804 -2.6426
C -1.1645 5.0661 -2.8577
C -0.2989 4.8093 -1.6551
O -1.1063 4.6338 -0.4765
C -0.4217 4.5652 0.7627
N -1.8986 3.7806 -3.0714
H -2.6190 4.0961 -3.7052
H -1.3445 2.9714 -3.3127
H -2.1107 3.5744 -2.1058
H -1.4762 7.1876 -2.5579
H -2.5405 6.3162 -1.6580
H -2.8663 6.5533 -3.3400
H -0.5943 5.1773 -3.7799
H 0.3207 5.6839 -1.4570
H 0.4200 3.9960 -1.7540
H -0.0411 5.5311 1.0946
H 0.4743 3.9443 0.7627
H -1.0758 4.2462 1.5742
C 1.5104 -2.1004 1.2008
C 1.9668 -3.4846 0.5640
C 3.3832 -3.8726 1.0148
O 3.5064 -5.2839 0.6030
C 4.7266 -5.8949 1.0893
N 0.8031 -4.4888 0.9418
H 0.6232 -5.0295 0.1080
H 1.1266 -5.0595 1.7098
H -0.0782 -4.0659 1.1959
H 0.5275 -1.7970 0.8406
H 2.3122 -1.3891 1.0025
H 1.5046 -2.1061 2.2907
H 1.9419 -3.4152 -0.5235
H 3.4930 -3.9362 2.0974
H 4.1344 -3.1890 0.6192
H 5.6577 -5.5244 0.6605
H 4.6834 -6.9540 0.8353
H 4.9157 -5.8024 2.1588
C -0.1631 -2.2701 6.6658
C 0.8559 -2.8429 5.6299
C 1.9395 -1.7804 5.3452
O 2.8578 -2.4085 4.4349
C 4.1866 -1.8235 4.4762
N 1.5712 -4.1196 6.1670
H 2.0351 -4.0680 7.0627
H 0.9923 -4.9443 6.2374
H 2.2894 -4.3991 5.5143
H -0.4308 -1.2142 6.6268
H 0.2664 -2.3968 7.6595
H -1.0898 -2.8438 6.6489
H 0.3598 -3.0530 4.6823
H 2.4677 -1.6280 6.2864
H 1.5998 -0.8419 4.9071
H 4.4538 -1.4047 5.4464
H 4.1489 -1.0205 3.7401
H 4.8797 -2.5858 4.1205
As 0.0063 2.7962 6.4009
F 1.4351 3.7954 5.8069
F 0.7971 2.6267 7.9585
F -1.3034 1.5857 6.9257
F -0.6705 2.9080 4.7440
F 0.9435 1.3609 5.8911
F -0.9318 4.2760 6.9971
As -2.8553 -3.5483 3.5048
F -3.9247 -2.8457 2.2306
F -3.7784 -2.5006 4.7302
F -1.9634 -4.3026 4.8664
F -1.9743 -4.4929 2.2349
F -1.6531 -2.2774 3.3472
F -4.0688 -4.9200 3.5270
C 0.0623 -5.8884 -2.9327
O -0.0601 -7.1404 -3.6953
O 1.0501 -6.0324 -1.9218
C 0.3506 -4.7356 -4.0149
F 1.1971 -5.1039 -4.9929
F -0.7375 -4.2503 -4.6249
F 0.8218 -3.6228 -3.4594
C -1.3270 -7.4512 -4.3658
C -1.2312 -8.9929 -4.6168
H -0.4530 -9.2581 -5.3325
H -0.9789 -9.6481 -3.7830
H -2.1615 -9.3736 -5.0383
H -1.5811 -6.9161 -5.2809
H -2.1583 -7.2385 -3.6936
H -0.8388 -5.7711 -2.3307
C -0.7498 0.5486 -0.9369
O 0.1816 0.7609 0.0708
O -0.3278 1.3430 -2.0194
C -1.2016 -0.9802 -1.2077
F -0.0277 -1.5829 -1.7060
F -1.6116 -1.8003 -0.2718
F -2.0960 -1.0830 -2.1414
C -0.3075 0.7133 1.3948
C 0.8813 0.8361 2.3717
H 1.8071 1.0208 1.8269
H 0.6922 1.6383 3.0850
H 1.0266 0.0335 3.0947
H -0.8259 -0.1804 1.7422
H -0.8155 1.6507 1.6212
H -1.5993 1.0577 -0.4817
*
```

The value obtained for the HOMO-LUMO gap (alpha / beta) is 0.316 / 0.254 hartree. The total energy is -242396.147 eV. Its expectation value of S² is 0.754. Its LUMO energy (alpha / beta) is -8.32 / -10.01 eV.



2.
Below is a molecular structure, C34H97F6NO21S2V in a non-equilibrium geometry, with properties calculated with ωB97M-V/def2-TZVPD.

Geometry as ORCA input:
```
! RIJCOSX wB97M-V def2-TZVPD def2/J DEFGRID3
* xyz 0 4
V -2.1138 0.3524 0.6735
C 1.7341 2.2216 1.2003
F 2.8052 2.9370 0.7772
F 2.2082 1.1378 1.7676
F 0.8560 2.8912 1.8554
S 0.7594 1.6931 -0.4221
O -0.3576 2.6571 -0.6170
O 1.6805 1.7542 -1.5419
N -0.0986 0.2079 0.0481
S 0.9544 -0.8221 -0.5932
O 0.8909 -0.8319 -2.0501
O 2.2765 -0.9257 0.0616
C 0.1084 -2.4693 -0.0013
F 0.8398 -3.5329 -0.2676
F -0.1357 -2.5017 1.2499
F -1.0861 -2.5451 -0.5666
O -3.4565 -1.1285 1.3863
H -3.0556 -2.0193 1.3989
C -1.7298 -5.9771 0.8762
C -0.7074 -6.3719 2.0308
O -1.3630 -6.4081 3.2991
H -1.7401 -4.8910 0.7838
H -2.7647 -6.3170 0.9162
H -1.3612 -6.3168 -0.0917
H 0.1501 -5.6991 2.0417
H -0.2136 -7.3233 1.8332
H -1.8895 -5.6056 3.3183
C -1.1344 5.8670 2.4727
C -2.4711 5.4320 3.0583
O -2.4402 4.1676 3.6722
H -1.4565 6.7619 1.9402
H -0.7079 5.2679 1.6682
H -0.4701 6.2286 3.2576
H -3.3360 5.3414 2.4012
H -2.7154 6.2431 3.7442
H -3.3628 4.0179 3.8912
C -2.0288 -3.8199 5.5726
C -2.2271 -3.2357 4.1718
O -3.0865 -4.1289 3.4815
H -3.0400 -3.9283 5.9647
H -1.4861 -3.1463 6.2358
H -1.5899 -4.8130 5.4764
H -1.2470 -3.1651 3.6999
H -2.5852 -2.2078 4.1157
H -3.8039 -3.5881 3.1432
C 2.3083 -0.2501 5.2773
C 2.7122 -1.4037 4.3555
O 1.7008 -2.1808 3.8971
H 1.9493 -0.6871 6.2091
H 1.4673 0.3296 4.8970
H 3.1755 0.3908 5.4364
H 3.3638 -2.1240 4.8502
H 3.2396 -0.9796 3.5010
H 1.9749 -2.6543 3.1083
C -5.2922 2.4307 -0.0574
C -4.2583 2.3861 1.1037
O -2.9907 2.3668 0.4803
H -5.2216 1.5925 -0.7506
H -5.2682 3.4019 -0.5517
H -6.2391 2.2721 0.4586
H -4.3581 1.4972 1.7267
H -4.3237 3.2980 1.6973
H -2.8328 3.2949 0.2928
C -3.6573 -3.1477 -4.7917
C -2.5768 -3.5569 -3.8570
O -3.0047 -4.6244 -3.0802
H -3.3468 -2.2755 -5.3669
H -4.5939 -2.7559 -4.3948
H -3.8734 -3.9538 -5.4929
H -2.2489 -2.7568 -3.1933
H -1.6602 -3.8122 -4.3887
H -3.6809 -4.1779 -2.5655
C 2.5736 -6.8892 -0.7849
C 3.3492 -6.3806 -1.9919
O 3.0479 -5.0173 -2.2106
H 2.5202 -7.9777 -0.7675
H 1.5647 -6.4767 -0.7708
H 3.1305 -6.5100 0.0719
H 2.8582 -6.9216 -2.8007
H 4.4224 -6.5050 -1.8476
H 2.0923 -5.0394 -2.2997
C 5.3413 0.8762 -1.3235
C 6.6466 0.2026 -1.7294
O 7.6387 1.0575 -1.1465
H 4.8093 0.4222 -0.4875
H 4.6261 0.6031 -2.0995
H 5.2643 1.9551 -1.1888
H 6.7592 0.1695 -2.8131
H 6.6753 -0.7653 -1.2290
H 7.2936 1.9534 -1.1467
C -2.2705 1.2246 -3.3261
C -3.3242 0.2563 -2.6963
O -3.0975 -0.2824 -1.3832
H -1.2987 0.7516 -3.1842
H -2.2061 2.1632 -2.7758
H -2.5027 1.3724 -4.3808
H -3.5610 -0.5871 -3.3449
H -4.3697 0.5605 -2.6455
H -3.6191 -1.0875 -1.3482
C -2.4484 0.9132 4.6067
C -1.1424 0.7839 3.8248
O -1.4817 1.3309 2.5210
H -2.6610 1.9408 4.9018
H -2.4303 0.2987 5.5068
H -3.2086 0.3479 4.0676
H -0.8699 -0.2710 3.7920
H -0.3297 1.3938 4.2193
H -1.5908 2.2789 2.6250
C -6.3602 -1.9388 -1.0878
C -5.5225 -3.1846 -1.1205
O -4.1922 -2.7529 -1.0508
H -7.3614 -2.3008 -1.3217
H -6.0568 -1.1275 -1.7495
H -6.4782 -1.5303 -0.0841
H -5.8142 -3.8104 -1.9639
H -5.7395 -3.7183 -0.1952
H -3.9775 -2.5020 -0.1494
C 3.3664 4.9959 -1.9315
C 2.9312 6.3853 -2.3021
O 3.7901 6.8029 -3.3763
H 4.4364 5.0819 -1.7421
H 3.2607 4.1427 -2.6015
H 2.8319 4.7696 -1.0089
H 3.1205 7.1547 -1.5536
H 1.9078 6.2058 -2.6315
H 4.5189 7.1540 -2.8594
C -3.2574 5.7327 -2.4755
C -2.1996 5.6070 -1.3175
O -2.8432 5.2110 -0.1572
H -3.3365 4.7239 -2.8806
H -2.7122 6.3357 -3.2016
H -4.1230 6.2887 -2.1155
H -1.6383 6.5386 -1.2459
H -1.4323 4.8840 -1.5943
H -3.1011 6.0014 0.3228
C 0.4038 -0.9670 -6.8216
C 0.4344 -0.6076 -5.2906
O 1.4809 0.2006 -4.9757
H -0.3914 -1.6963 -6.9761
H 1.3288 -1.4894 -7.0656
H 0.3118 -0.1996 -7.5902
H 0.5725 -1.5433 -4.7490
H -0.5354 -0.1423 -5.1142
H 1.2008 0.4110 -4.0819
C 6.2868 -3.7124 -0.0808
C 4.7487 -3.5108 0.0470
O 4.5528 -3.0664 1.4297
H 6.4131 -4.1323 -1.0787
H 6.7522 -4.3732 0.6506
H 6.7332 -2.7200 -0.0184
H 4.3162 -4.5113 0.0515
H 4.2840 -2.8595 -0.6932
H 5.0993 -2.2877 1.5582
C 4.4557 6.0566 1.6940
C 5.5630 5.0158 1.5010
O 6.4360 5.4653 0.5282
H 4.8425 7.0731 1.7657
H 3.7798 6.0397 2.5489
H 3.7799 5.9657 0.8436
H 5.2473 3.9925 1.2977
H 6.0852 5.0054 2.4577
H 7.1344 5.9170 1.0077
*
```

The value obtained for the HOMO-LUMO gap (alpha / beta) is 0.294 / 0.343 hartree. The total energy is -144973.078 eV. Its expectation value of S² is 3.754. Its LUMO energy (alpha / beta) is -0.22 / -0.22 eV. As for the energy relative to the best compared isomer or geometry (same formula, charge and spin): 134.1 kcal/mol.



3.
Below is 2 unconnected molecules or ions with the total composition C3H7I in a non-equilibrium geometry, with properties calculated with ωB97M-V/def2-TZVPD.

Geometry as ORCA input:
```
! RIJCOSX wB97M-V def2-TZVPD def2/J DEFGRID3
* xyz 0 1
C 0.5104 -1.2615 0.1952
C 1.1323 -0.0815 -0.2884
C -1.6995 1.6068 0.1625
I -2.7653 -0.2351 0.0321
H -0.4771 -1.0664 0.8040
H 0.0031 -1.9533 -0.6388
H 1.1073 -1.7895 0.8200
H 0.5149 0.4746 -1.0072
H 2.0880 0.2972 0.1900
H -1.4683 1.7718 -0.8623
H -2.2755 2.2067 0.8674
*
```

The value obtained for the HOMO-LUMO gap (alpha / beta) is 0.255 / 0.335 hartree. The total energy is -11320.188 eV. Its LUMO energy (alpha / beta) is -0.80 / 0.37 eV. As for the energy relative to the best compared isomer or geometry (same formula, charge and spin): 101.9 kcal/mol.



4.
Below is C5H5N in the gas phase in a non-equilibrium geometry, with properties calculated with ωB97M-V/def2-TZVPD.

Geometry as ORCA input:
```
! RIJCOSX wB97M-V def2-TZVPD def2/J DEFGRID3
* xyz 0 1
C -0.8284 -1.3160 -0.3722
C -1.3892 -0.1118 -0.5057
C -0.5095 0.8268 0.2921
C 0.9633 0.4800 0.0781
C 1.3058 -0.7946 -0.1515
N 0.2609 -1.7725 0.0131
H -2.3676 0.1854 -0.8303
H -0.7311 1.8930 0.1407
H -0.7957 0.5517 1.3029
H 1.7295 1.2350 0.2616
H 2.3231 -1.1564 -0.2082
*
```

The value obtained for the HOMO-LUMO gap (alpha / beta) is 0.285 / 0.285 hartree. The total energy is -6752.250 eV. Its structure (SMILES) is C1=CCC=CN=1. Its LUMO energy (alpha / beta) is -0.34 / -0.35 eV. As for the energy relative to the best compared isomer or geometry (same formula, charge and spin): 84.4 kcal/mol.